Below is a structure of composition C31H68BClN4O5RhS2Si4, with properties calculated with ωB97M-V/def2-TZVPD.

Calculated values
* strongest force on any atom: 0.010 hartree/bohr
* lowest unoccupied orbital energy (spin up / spin down): 0.0926 / 0.0592 Eh
* relative energy (zero: lowest compared OMol25 entry of this formula, charge and spin): 7.2 kcal per mole
* orbital gap (spin up / spin down): 6.4 / 6.7 eV
* energy: -4367.592802 a.u.

The geometry in ORCA input format:
```
! wB97M-V def2-TZVPD RIJCOSX def2/J DEFGRID3
* xyz -1 5
Rh -0.5135 -0.0909 -0.2091
C 2.7540 -0.1880 1.1394
O 1.3824 -0.1458 1.4669
Si 0.6192 0.9208 2.5213
C 2.0385 1.9954 3.1690
C 0.1082 -0.0441 4.0536
C -0.7304 1.6916 1.5423
Si -2.4236 1.6941 2.2918
C -3.8088 2.3865 1.1990
C -3.1614 0.0290 2.7809
C -2.5294 2.7618 3.8569
Si -0.1809 3.4052 1.0324
C 0.1930 4.5544 2.5151
C 1.3699 3.3595 -0.0396
C -1.3709 4.5255 0.0685
H 3.0026 0.5895 0.4149
H 2.9594 -1.1556 0.6757
H 3.3821 -0.0801 2.0304
H 2.6576 1.3645 3.8153
H 1.6948 2.8344 3.7740
H 2.6833 2.3887 2.3834
H 1.0027 -0.3691 4.5945
H -0.4817 -0.9255 3.8049
H -0.4745 0.5865 4.7315
H -4.0675 1.7051 0.3876
H -3.6094 3.3631 0.7603
H -4.6981 2.4845 1.8311
H -3.3068 -0.6331 1.9232
H -4.1511 0.2462 3.1990
H -2.5969 -0.5230 3.5308
H -2.4322 3.8249 3.6212
H -1.7483 2.5169 4.5814
H -3.4988 2.6148 4.3436
H 0.0624 4.0733 3.4840
H -0.4768 5.4188 2.4919
H 1.2186 4.9317 2.4628
H 2.2860 3.2695 0.5458
H 1.4386 4.2977 -0.5985
H 1.3605 2.5430 -0.7645
H -2.2358 4.8225 0.6652
H -1.7192 4.1475 -0.8921
H -0.7957 5.4384 -0.1240
C -4.4670 -0.8645 -0.8116
N -3.9227 -2.1970 -0.6617
C -4.5069 -3.2577 -0.0015
C -3.6541 -4.2993 -0.1213
N -2.5632 -3.8819 -0.8458
B -1.3053 -4.7091 -1.1576
N -0.1221 -4.3066 -0.1823
C 1.0209 -5.0704 -0.2360
C 1.8649 -4.6529 0.7298
N 1.2356 -3.6121 1.3722
C 1.7163 -2.9893 2.5886
C 0.0164 -3.3982 0.7999
S -1.0742 -2.1837 1.3727
C -2.7292 -2.5880 -1.1581
S -1.6265 -1.5794 -1.9826
H -5.2231 -0.7050 -0.0454
H -4.8985 -0.7318 -1.8039
H -3.6612 -0.1434 -0.6983
H -5.4590 -3.1676 0.4902
H -3.7201 -5.3039 0.2560
H -1.5594 -5.8742 -0.9304
H -0.9448 -4.5328 -2.2925
H 1.1281 -5.8505 -0.9690
H 2.8462 -4.9885 1.0147
H 2.8042 -3.0421 2.5961
H 1.3176 -3.5058 3.4636
H 1.3966 -1.9547 2.6032
Cl -2.5342 1.4683 -3.0194
C -1.6645 1.5761 -1.4907
H -2.2814 2.0805 -0.7656
H -0.6802 2.0060 -1.6728
C 2.8541 -2.3796 -5.1815
C 1.9200 -1.7971 -4.1271
C 0.5871 -1.4261 -4.7643
C 1.7442 -2.7860 -2.9784
O 2.5719 -0.6124 -3.6561
Si 2.0834 0.5191 -2.5564
O 1.2184 -0.0278 -1.3501
O 3.5094 1.2033 -2.0628
C 4.8733 0.7961 -2.1170
C 5.6172 1.7545 -1.1932
C 5.3946 0.9333 -3.5457
C 5.0573 -0.6403 -1.6335
O 1.2281 1.7201 -3.2904
C 1.5440 2.7004 -4.2742
C 2.2404 2.0615 -5.4720
C 0.2097 3.2977 -4.7028
C 2.4264 3.7870 -3.6654
H 2.4396 -3.3016 -5.5957
H 3.8268 -2.6024 -4.7379
H 2.9985 -1.6638 -5.9937
H 0.0630 -2.3203 -5.1085
H 0.7557 -0.7668 -5.6184
H -0.0614 -0.9107 -4.0574
H 1.1723 -3.6582 -3.3029
H 1.2080 -2.3231 -2.1515
H 2.7226 -3.1222 -2.6223
H 5.4561 2.7836 -1.5191
H 6.6899 1.5466 -1.1940
H 5.2403 1.6580 -0.1731
H 5.2784 1.9624 -3.8928
H 4.8394 0.2713 -4.2099
H 6.4551 0.6723 -3.5922
H 4.7038 -0.7455 -0.6082
H 6.1158 -0.9120 -1.6610
H 4.5018 -1.3306 -2.2671
H 1.6045 1.2943 -5.9151
H 3.1800 1.5950 -5.1757
H 2.4498 2.8207 -6.2297
H -0.4330 2.5218 -5.1190
H 0.3574 4.0827 -5.4490
H -0.2993 3.7258 -3.8374
H 3.3442 3.3591 -3.2648
H 1.9009 4.2837 -2.8485
H 2.6780 4.5334 -4.4235
*
```

Atom charges from the Mulliken analysis, given in e for atoms 1 to 6: number 1, Rh, carries 1.66; number 2, C, carries -1.21; number 3, O, carries -0.04; number 4, Si, carries -0.01; number 5, C, carries -1.44; number 6, C, carries -1.32



Below is a cluster of 7 separate species, C31H68ClFN2O10P in total at a distorted geometry, with properties calculated with ωB97M-V/def2-TZVPD.

Calculated values
* strongest force on any atom: 0.028 hartree/bohr
* lowest unoccupied orbital energy: -0.0778 Eh
* relative energy (zero: lowest compared OMol25 entry of this formula, charge and spin): 0.0 kcal per mole
* orbital gap: 9.1 eV
* energy: -2984.994449 a.u.

The geometry in ORCA input format:
```
! wB97M-V def2-TZVPD RIJCOSX def2/J DEFGRID3
* xyz 1 1
C -1.4942 2.3835 3.7902
C -2.9619 2.1079 3.4763
C -3.2597 1.0532 2.3867
Cl -3.8930 -0.4523 3.1117
C -2.1084 0.8596 1.4311
C -1.9186 1.6564 0.3279
P -3.0574 2.9851 -0.1586
C -3.8038 2.4323 -1.7329
C -1.9841 4.3825 -0.6579
N -0.7059 1.2377 -0.2513
C -0.2132 1.9113 -1.4529
C 0.4587 1.0028 -2.4644
O -0.1281 0.1687 -3.0388
O 1.8083 1.1985 -2.6553
C 2.2188 2.5209 -2.7673
C 3.4320 2.8622 -1.9817
O 1.5938 3.2727 -3.4350
C -0.1690 0.2368 0.4739
C 1.1446 -0.4389 0.2079
C 1.0851 -1.6037 -0.8188
C 1.8615 -2.8876 -0.4355
C 3.1914 -3.1126 -1.1639
C 4.4063 -2.4936 -0.4476
C 4.7393 -3.2926 0.8286
C 5.3057 -2.4840 2.0079
C 6.8502 -2.3670 2.0052
C 7.3708 -0.9510 1.8610
O 7.1796 -0.5326 0.5137
C 6.9168 0.8356 0.3813
N -1.0232 -0.0108 1.4982
C -0.8315 -0.9691 2.6115
F 0.5155 -0.9868 2.9057
C -1.3683 -2.3724 2.3789
C -0.3730 -3.3397 1.7405
H -0.9900 2.8974 2.9682
H -0.9352 1.4868 4.0699
H -1.4398 3.0528 4.6520
H -3.4965 1.8398 4.3878
H -3.4113 3.0402 3.1196
H -4.0782 1.4239 1.7687
H -4.5383 3.1986 -1.9909
H -3.0868 2.3688 -2.5559
H -4.3103 1.4811 -1.5793
H -1.0220 4.3731 -0.1414
H -2.4732 5.3254 -0.4135
H -1.7815 4.3656 -1.7294
H -1.0937 2.2902 -1.9685
H 0.3888 2.7732 -1.1701
H 4.2235 3.2031 -2.6483
H 3.7709 2.0388 -1.3625
H 3.1605 3.7040 -1.3375
H 1.8068 0.3313 -0.2049
H 1.5864 -0.7460 1.1497
H 1.4685 -1.2478 -1.7757
H 0.0416 -1.8689 -1.0079
H 1.2070 -3.7265 -0.6890
H 2.0159 -2.9408 0.6448
H 3.3729 -4.1885 -1.2415
H 3.1264 -2.7336 -2.1893
H 4.2032 -1.4407 -0.2086
H 5.2578 -2.5072 -1.1311
H 5.4934 -4.0398 0.5651
H 3.8569 -3.8554 1.1431
H 5.0011 -2.9561 2.9452
H 4.8702 -1.4781 1.9937
H 7.2433 -2.7548 2.9480
H 7.2739 -2.9583 1.1893
H 6.8299 -0.2731 2.5347
H 8.4390 -0.8947 2.0981
H 7.7334 1.4526 0.7754
H 5.9895 1.1086 0.9063
H 6.7991 1.0408 -0.6830
H -1.3305 -0.5120 3.4644
H -1.6806 -2.7668 3.3484
H -2.2562 -2.3035 1.7518
H -0.7882 -4.3471 1.7954
H -0.2513 -3.1153 0.6806
H 0.5897 -3.3228 2.2466
C -1.7338 3.3885 -5.2923
O -1.3548 3.5862 -3.9229
H -2.8205 3.3912 -5.3287
H -1.3560 4.1920 -5.9234
H -1.3664 2.4256 -5.6566
H -0.3903 3.5901 -3.8924
C -1.6025 5.7095 -8.8005
O -1.1830 5.9127 -7.4526
H -2.6891 5.7240 -8.8002
H -1.2410 6.5041 -9.4564
H -1.2624 4.7455 -9.1873
H -0.2215 5.9136 -7.4419
C -7.2779 2.3909 1.7851
O -6.5279 1.7984 0.7299
H -6.6077 3.0624 2.3186
H -8.1196 2.9710 1.4015
H -7.6518 1.6383 2.4837
H -7.1169 1.2035 0.2524
C -8.4910 -1.7658 -0.6940
O -8.2017 -0.4038 -1.0073
H -9.3278 -1.7603 -0.0011
H -8.7774 -2.3252 -1.5864
H -7.6407 -2.2583 -0.2162
H -7.4741 -0.3927 -1.6360
C 2.1698 -5.7631 1.1451
O 2.9544 -6.2049 0.0450
H 2.7584 -5.0234 1.6846
H 1.2448 -5.2951 0.8034
H 1.9295 -6.5833 1.8260
H 2.4510 -6.8624 -0.4428
C 0.1722 -3.8248 5.9031
O -0.4874 -4.8078 5.1121
H 1.2265 -3.8606 5.6404
H -0.2056 -2.8175 5.6988
H 0.0710 -4.0314 6.9705
H -1.4203 -4.7986 5.3445
*
```

Atom charges from the Mulliken analysis, given in e for atoms 1 to 6: number 1, C, carries -0.93; number 2, C, carries -0.62; number 3, C, carries 0.72; number 4, Cl, carries -0.15; number 5, C, carries -0.73; number 6, C, carries -0.23



Below is a structure of composition C31H69As3CdGe2NO4Si3 at a distorted geometry, with properties calculated with ωB97M-V/def2-TZVPD.

Calculated values
* strongest force on any atom: 0.061 hartree/bohr
* lowest unoccupied orbital energy (spin up / spin down): -0.0234 / -0.0601 Eh
* relative energy (zero: lowest compared OMol25 entry of this formula, charge and spin): 32.0 kcal per mole
* orbital gap (spin up / spin down): 6.8 / 5.8 eV
* energy: -13475.629431 a.u.

The geometry in ORCA input format:
```
! wB97M-V def2-TZVPD RIJCOSX def2/J DEFGRID3
* xyz 0 2
Cd -14.6922 -1.9638 10.9613
O -12.8404 -6.1970 12.3425
C -13.5040 -5.0135 12.2389
O -14.6213 -4.9090 11.7079
C -12.7139 -3.9428 12.8103
C -11.5891 -4.2459 13.5739
C -10.8757 -3.2070 14.1490
C -11.2444 -1.9194 13.8699
C -12.3816 -1.7108 13.0205
N -13.1535 -2.7202 12.5583
C -12.8626 -0.2989 12.7902
O -12.0770 0.6016 13.1325
O -13.9994 -0.1489 12.1509
H -13.2648 -6.8406 11.7122
H -11.3185 -5.2772 13.7247
H -9.9712 -3.3268 14.7132
H -10.7381 -1.0227 14.2479
C -16.4787 2.0937 12.0230
As -17.3150 0.3278 12.2253
C -18.0697 0.6543 14.0659
C -18.9276 0.6187 11.0902
C -19.7590 -0.6580 10.7653
C -20.8353 -0.2421 9.6985
C -18.9886 -1.8145 10.0852
As -17.3809 -2.7005 10.8741
C -17.1663 -4.0262 9.3982
C -18.0550 -3.8960 12.2944
C -20.4978 -1.1174 12.0652
As -22.1522 -2.2902 11.8403
C -21.9023 -3.8135 13.1458
C -23.3482 -1.1391 12.8568
H -17.2597 2.9262 12.1322
H -16.0526 2.1305 11.0271
H -15.6687 2.1699 12.7480
H -18.5310 1.6194 13.9134
H -17.2009 0.7111 14.6725
H -18.7723 -0.0986 14.3646
H -18.5957 1.1469 10.1696
H -19.5720 1.3108 11.7358
H -20.3269 0.2213 8.8259
H -21.5720 0.5013 10.0467
H -21.4107 -1.0386 9.3499
H -18.7031 -1.4416 9.1053
H -19.5913 -2.6626 9.8470
H -18.1342 -4.3515 9.0612
H -16.5341 -4.7809 9.8622
H -16.6457 -3.6307 8.5168
H -19.0841 -4.2904 12.1481
H -17.9611 -3.3635 13.2630
H -17.2851 -4.6784 12.3523
H -20.8768 -0.2000 12.4950
H -19.8849 -1.6353 12.8174
H -21.0468 -4.4540 12.7799
H -22.8574 -4.4838 13.1143
H -21.7222 -3.4740 14.1912
H -23.4263 -0.2016 12.2866
H -22.8879 -0.9188 13.8412
H -24.3606 -1.5435 12.9645
C -13.2003 -5.7292 21.0441
Si -13.4827 -6.2324 19.2241
C -11.8283 -6.6368 18.4095
C -14.5122 -7.9015 19.2700
Ge -14.3802 -4.5559 17.8414
Si -16.6905 -4.5203 18.5654
C -17.5361 -5.9742 17.6048
C -16.8911 -4.6605 20.4696
C -17.4289 -2.9069 17.9396
Si -13.5005 -2.4422 18.7634
C -11.9091 -2.8411 19.8173
C -13.0809 -1.3974 17.2319
C -14.6214 -1.2798 19.7531
H -13.3439 -6.6160 21.6638
H -13.9147 -4.9538 21.2961
H -12.2125 -5.2514 21.1407
H -11.3382 -5.7387 18.0186
H -11.9665 -7.3125 17.5495
H -11.1233 -7.1441 19.0883
H -13.8428 -8.7442 19.2415
H -15.1352 -8.0156 18.3874
H -15.1707 -7.9303 20.1535
H -17.3242 -6.9968 17.9910
H -17.2926 -5.9164 16.5614
H -18.6456 -5.8151 17.6305
H -16.2006 -5.3462 20.9732
H -17.9085 -5.0507 20.6357
H -16.8696 -3.7173 21.0004
H -16.8271 -2.4481 17.1178
H -17.4714 -2.1060 18.6626
H -18.4492 -3.0217 17.5649
H -11.3468 -1.9060 19.8186
H -11.3082 -3.6431 19.3919
H -12.2226 -3.1515 20.8433
H -12.2969 -1.8870 16.5615
H -12.7734 -0.4325 17.5816
H -13.9635 -1.2358 16.6521
H -14.9870 -1.6078 20.7172
H -15.4580 -0.8932 19.1559
H -14.0317 -0.3587 19.9895
C -15.5691 0.8353 7.7422
Ge -13.7001 -0.0034 8.0132
C -12.8739 1.2574 9.3492
C -12.5661 -0.1075 6.4955
C -13.7533 -1.7190 8.8504
H -15.5742 1.7386 7.0560
H -15.9586 1.2283 8.7034
H -16.2624 0.1625 7.2215
H -12.2650 1.9509 8.7348
H -12.2552 0.7277 10.0863
H -13.5634 1.7514 9.9834
H -12.9163 0.6662 5.8047
H -12.6971 -1.1234 6.0564
H -11.5331 0.0834 6.8105
H -12.7691 -2.0184 9.2553
H -14.0626 -2.5386 8.2530
*
```

Atom charges from the Mulliken analysis, given in e for atoms 1 to 6: number 1, Cd, carries 1.51; number 2, O, carries -0.49; number 3, C, carries -0.09; number 4, O, carries -0.48; number 5, C, carries 0.81; number 6, C, carries -0.76



Below is a cluster of 4 separate species, C31H69NO12 in total, with properties calculated with ωB97M-V/def2-TZVPD.

Calculated values
* strongest force on any atom: 0.011 hartree/bohr
* lowest unoccupied orbital energy: 0.0271 Eh
* structure (SMILES): CCCCCCCCCN(COCC)C(=O)O.COCCOCCOC.COCCOCCOC.COCCOCCOC
* orbital gap: 10.0 eV
* energy: -2180.001614 a.u.

The geometry in ORCA input format:
```
! wB97M-V def2-TZVPD RIJCOSX def2/J DEFGRID3
* xyz 0 1
C -6.5852 -2.5106 -7.2073
C -6.2650 -2.4467 -5.7043
C -4.9773 -1.6791 -5.3779
C -4.2982 -2.1027 -4.0576
C -4.1046 -0.9685 -3.0334
C -2.7011 -0.3433 -2.9800
C -2.5823 1.0376 -3.6403
C -1.4877 1.9027 -3.0161
C -1.6822 3.3758 -3.3366
N -0.7264 4.2416 -2.6278
C -1.3081 5.5827 -2.5066
O -0.3761 6.5050 -2.0462
C -0.8976 7.8225 -1.9832
C -0.8633 8.5390 -3.3255
C 0.5692 4.1271 -3.1463
O 0.8530 3.4952 -4.1341
O 1.4953 4.7292 -2.3821
H -7.6101 -2.2085 -7.4215
H -6.4534 -3.5173 -7.6025
H -5.9300 -1.8492 -7.7766
H -6.1761 -3.4589 -5.3026
H -7.1035 -1.9870 -5.1757
H -4.2820 -1.8139 -6.2109
H -5.1992 -0.6091 -5.3345
H -3.3198 -2.5285 -4.2917
H -4.8749 -2.9085 -3.5987
H -4.8347 -0.1859 -3.2642
H -4.3733 -1.3268 -2.0379
H -1.9928 -1.0210 -3.4635
H -2.3826 -0.2536 -1.9384
H -2.3617 0.9120 -4.7050
H -3.5417 1.5629 -3.5847
H -1.5129 1.7899 -1.9278
H -0.5113 1.5808 -3.3774
H -2.6768 3.6716 -2.9926
H -1.6416 3.5538 -4.4170
H -2.1500 5.5085 -1.8051
H -1.7089 5.8871 -3.4891
H -0.2860 8.3496 -1.2521
H -1.9218 7.7992 -1.5885
H -1.7087 8.2767 -3.9613
H 0.0597 8.2981 -3.8534
H -0.8948 9.6179 -3.1705
H 2.3494 4.4211 -2.7156
C -3.3857 -3.0617 4.7893
O -2.7162 -2.1014 4.0041
C -1.8855 -2.6869 3.0200
C -1.6447 -1.7315 1.8738
O -2.7473 -1.6033 0.9918
C -3.8133 -0.7635 1.4052
C -3.5203 0.7132 1.2626
O -2.7010 1.1782 2.3164
C -2.0669 2.3973 2.0054
H -2.6735 -3.6744 5.3556
H -4.0243 -2.5273 5.4897
H -4.0068 -3.7173 4.1682
H -2.3434 -3.6060 2.6329
H -0.9141 -2.9504 3.4642
H -0.8417 -2.1526 1.2648
H -1.3189 -0.7595 2.2509
H -4.1398 -1.0003 2.4201
H -4.6302 -0.9947 0.7175
H -4.4728 1.2631 1.2645
H -3.0274 0.8862 0.2960
H -1.4500 2.3075 1.1034
H -1.4291 2.6579 2.8474
H -2.7955 3.2024 1.8501
C 10.8964 3.1092 -2.8614
O 9.5010 2.9257 -2.8923
C 8.9474 2.7006 -1.6099
C 7.4837 3.0769 -1.5769
O 7.2494 4.4744 -1.5260
C 7.3565 5.1928 -2.7439
C 6.1586 5.0414 -3.6537
O 6.1884 3.8003 -4.3295
C 4.9268 3.4305 -4.8331
H 11.4145 2.2154 -2.4937
H 11.2211 3.3086 -3.8808
H 11.1720 3.9588 -2.2257
H 9.4863 3.2859 -0.8543
H 9.0400 1.6367 -1.3491
H 7.0712 2.6862 -0.6440
H 6.9534 2.6119 -2.4110
H 8.2732 4.9378 -3.2801
H 7.4089 6.2425 -2.4476
H 6.1640 5.8623 -4.3852
H 5.2417 5.1266 -3.0545
H 4.1821 3.3636 -4.0302
H 5.0287 2.4508 -5.2947
H 4.5646 4.1423 -5.5837
C 0.2987 -3.5796 6.9466
O -0.1821 -4.8959 7.1045
C -0.0507 -5.6723 5.9273
C 0.0661 -7.1438 6.2539
O 1.3407 -7.5251 6.7428
C 1.6189 -7.2502 8.1059
C 0.9736 -8.2162 9.0734
O -0.3978 -7.9173 9.2477
C -1.1226 -8.9984 9.7841
H -0.2656 -3.0280 6.1846
H 0.1874 -3.0722 7.9026
H 1.3582 -3.5849 6.6651
H 0.8335 -5.3569 5.3601
H -0.9405 -5.5282 5.2972
H -0.0547 -7.6931 5.3174
H -0.7320 -7.4454 6.9360
H 1.3590 -6.2223 8.3683
H 2.7003 -7.3689 8.2013
H 1.4932 -8.1451 10.0399
H 1.0945 -9.2394 8.6948
H -1.0451 -9.8857 9.1448
H -2.1657 -8.6942 9.8443
H -0.7715 -9.2612 10.7893
*
```

Atom charges from the Mulliken analysis, given in e for atoms 1 to 6: number 1, C, carries -1.16; number 2, C, carries -0.43; number 3, C, carries -0.67; number 4, C, carries -1.04; number 5, C, carries -0.41; number 6, C, carries -0.32



Which formula does entry 1 have? C31H68BClN4O5RhS2Si4



What is the strongest force on any atom in the fourth record? 0.011 hartree/bohr



Among the records above, which one has the lowest energy? C31H69As3CdGe2NO4Si3



What is the strongest force on any atom in the fourth record? 0.011 hartree/bohr